1.
{"formula": "C28H47BrNOP3Sn", "method": "ωB97M-V/def2-TZVPD", "homo_energy_ev": [-19.22, -19.07], "e_above_lowest_kcal_mol": 0.0, "e_lumo_ev": [-13.42, -13.82], "charge": 4, "symbols": ["C", "C", "C", "C", "N", "C", "C", "C", "C", "C", "C", "C", "C", "C", "Sn", "P", "H", "H", "H", "H", "H", "H", "H", "H", "C", "C", "H", "H", "H", "H", "H", "C", "C", "H", "H", "H", "H", "H", "C", "C", "H", "H", "H", "H", "H", "Br", "P", "C", "C", "H", "H", "H", "H", "H", "C", "C", "H", "H", "H", "H", "H", "C", "C", "H", "H", "H", "H", "H", "C", "P", "C", "C", "O", "H", "H", "H", "H", "H", "H", "H", "H", "H"], "coordinates": [[-0.558, 7.054, -3.901], [-0.735, 5.669, -4.144], [-1.046, 5.287, -5.472], [-1.161, 6.276, -6.454], [-0.994, 7.590, -6.224], [-0.698, 7.952, -4.963], [-0.605, 4.708, -3.104], [-0.493, 3.878, -2.205], [-0.364, 2.917, -1.164], [0.702, 2.992, -0.231], [0.824, 2.043, 0.789], [-0.103, 0.984, 0.929], [-1.164, 0.916, -0.004], [-1.297, 1.857, -1.030], [0.079, -0.372, 2.397], [1.970, -1.278, 1.374], [-1.194, 4.231, -5.720], [-0.316, 7.409, -2.895], [-1.403, 5.992, -7.488], [-0.563, 9.029, -4.788], [-2.124, 1.786, -1.744], [1.429, 3.805, -0.321], [-1.903, 0.110, 0.071], [1.660, 2.130, 1.493], [2.266, -2.940, 2.155], [3.250, -3.919, 1.502], [1.260, -3.395, 2.207], [2.536, -2.705, 3.201], [3.492, -4.729, 2.212], [2.816, -4.389, 0.602], [4.196, -3.435, 1.213], [1.865, -1.544, -0.463], [2.939, -0.923, -1.366], [0.867, -1.162, -0.744], [1.802, -2.639, -0.601], [2.679, -1.099, -2.425], [3.002, 0.169, -1.221], [3.940, -1.349, -1.191], [3.466, -0.215, 1.676], [4.855, -0.865, 1.646], [3.276, 0.220, 2.673], [3.389, 0.612, 0.944], [5.628, -0.090, 1.799], [4.963, -1.599, 2.462], [5.072, -1.371, 0.692], [0.311, -2.090, 4.258], [-2.602, -3.966, -1.946], [-0.725, -4.012, -1.809], [-0.121, -5.416, -1.959], [-0.413, -3.542, -0.855], [-0.344, -3.363, -2.619], [0.950, -5.359, -2.224], [-0.203, -6.000, -1.026], [-0.640, -5.984, -2.750], [-3.081, -3.635, -0.159], [-4.492, -4.106, 0.215], [-3.006, -2.538, -0.030], [-2.327, -4.088, 0.515], [-4.573, -4.283, 1.302], [-5.252, -3.354, -0.065], [-4.752, -5.051, -0.293], [-2.801, -2.208, -2.582], [-3.066, -2.137, -4.092], [-1.908, -1.611, -2.310], [-3.655, -1.776, -2.029], [-3.547, -1.180, -4.364], [-2.130, -2.212, -4.674], [-3.728, -2.958, -4.417], [0.646, 1.102, 6.396], [-0.187, 1.616, 4.815], [-1.942, 1.005, 4.679], [-0.057, 3.451, 4.554], [0.681, 0.996, 3.679], [0.627, -0.003, 6.485], [0.111, 1.549, 7.258], [1.699, 1.452, 6.391], [-2.549, 1.464, 5.486], [-2.363, 1.296, 3.695], [-1.972, -0.098, 4.790], [1.010, 3.753, 4.593], [-0.482, 3.715, 3.565], [-0.618, 3.976, 5.354]]}

=====

2.
{"formula": "C28H47N4O4PdSi", "method": "ωB97M-V/def2-TZVPD", "homo_energy_ev": -3.39, "e_above_lowest_kcal_mol": 27.8, "e_lumo_ev": 2.61, "charge": -1, "symbols": ["Pd", "C", "N", "C", "C", "O", "N", "C", "C", "H", "H", "H", "H", "H", "H", "H", "H", "H", "H", "H", "H", "C", "O", "H", "H", "H", "H", "C", "N", "C", "C", "C", "N", "C", "C", "O", "H", "H", "H", "H", "H", "H", "H", "H", "H", "H", "H", "H", "C", "C", "C", "C", "Si", "O", "C", "C", "C", "C", "C", "C", "C", "C", "C", "C", "C", "C", "H", "H", "H", "H", "H", "H", "H", "H", "H", "H", "H", "H", "H", "H", "H", "H", "H", "H", "H"], "coordinates": [[1.338, -0.124, -0.438], [-0.256, -2.873, 2.659], [1.011, -2.319, 2.182], [1.446, -2.771, 0.862], [1.454, -1.086, 2.551], [2.234, -0.426, 1.865], [0.974, -0.584, 3.782], [1.179, 0.849, 3.933], [1.348, -1.355, 4.956], [-0.975, -2.915, 1.839], [-0.676, -2.241, 3.435], [-0.110, -3.883, 3.052], [1.062, -3.778, 0.687], [2.527, -2.764, 0.780], [1.037, -2.074, 0.096], [0.868, 1.360, 3.024], [2.228, 1.105, 4.134], [0.564, 1.198, 4.767], [1.285, -2.423, 4.745], [0.673, -1.128, 5.784], [2.375, -1.131, 5.281], [4.632, -0.564, -1.997], [3.870, -1.254, -1.027], [4.688, 0.510, -1.790], [4.221, -0.688, -3.008], [5.647, -0.974, -1.999], [3.084, -0.644, -0.726], [0.237, 2.671, -0.310], [1.257, 3.682, -0.030], [0.774, 5.020, 0.275], [1.802, 5.805, 1.061], [3.103, 5.785, 0.293], [3.494, 4.419, 0.018], [4.888, 4.187, -0.299], [2.577, 3.416, -0.289], [2.962, 2.342, -0.739], [-0.572, 2.789, 0.413], [0.601, 1.636, -0.180], [-0.175, 2.771, -1.317], [-0.148, 4.918, 0.845], [0.520, 5.565, -0.645], [1.950, 5.337, 2.037], [1.463, 6.832, 1.213], [3.901, 6.258, 0.864], [2.989, 6.363, -0.636], [5.510, 4.636, 0.478], [5.173, 4.622, -1.265], [5.073, 3.119, -0.337], [-3.956, 1.128, -0.306], [-3.486, 0.172, -1.415], [-2.953, 1.017, -2.582], [-4.678, -0.650, -1.924], [-2.033, -0.902, -0.717], [-1.121, -0.113, 0.305], [-1.167, -1.576, -2.295], [0.100, -1.101, -2.667], [0.775, -1.601, -3.777], [0.183, -2.575, -4.572], [-1.090, -3.037, -4.254], [-1.748, -2.542, -3.130], [-2.798, -2.470, 0.106], [-2.288, -3.764, -0.088], [-2.769, -4.863, 0.623], [-3.781, -4.700, 1.560], [-4.295, -3.428, 1.791], [-3.805, -2.338, 1.079], [-4.681, 1.853, -0.707], [-3.110, 1.674, 0.124], [-4.447, 0.594, 0.517], [-3.725, 1.727, -2.919], [-2.666, 0.397, -3.436], [-2.069, 1.598, -2.288], [-5.493, 0.019, -2.244], [-5.080, -1.322, -1.159], [-4.399, -1.263, -2.790], [0.566, -0.260, -2.096], [1.762, -1.224, -4.020], [0.707, -2.968, -5.435], [-1.565, -3.792, -4.872], [-2.734, -2.933, -2.891], [-1.479, -3.915, -0.794], [-2.347, -5.848, 0.450], [-4.159, -5.553, 2.113], [-5.073, -3.287, 2.534], [-4.203, -1.351, 1.299]]}

=====

3.
{"formula": "C28H48BF3O42PS7", "method": "ωB97M-V/def2-TZVPD", "homo_energy_ev": -7.55, "e_lumo_ev": 1.22, "charge": -1, "symbols": ["O", "C", "O", "B", "O", "C", "O", "O", "C", "O", "C", "O", "O", "C", "C", "O", "C", "O", "C", "F", "F", "F", "H", "H", "H", "H", "H", "C", "C", "O", "S", "O", "O", "O", "H", "H", "H", "H", "C", "C", "O", "S", "O", "O", "O", "H", "H", "H", "H", "C", "C", "O", "S", "O", "O", "O", "H", "H", "H", "H", "C", "C", "O", "S", "O", "O", "O", "H", "H", "H", "H", "C", "C", "O", "S", "O", "O", "O", "H", "H", "H", "H", "C", "C", "O", "S", "O", "O", "O", "H", "H", "H", "H", "C", "C", "O", "S", "O", "O", "O", "H", "H", "H", "H", "C", "C", "O", "P", "O", "O", "C", "C", "O", "C", "C", "H", "H", "H", "H", "H", "H", "H", "H", "H", "H", "H", "H", "H", "H", "H"], "coordinates": [[4.556, 0.710, 1.077], [3.734, 1.610, 0.803], [3.588, 2.140, -0.346], [2.101, 2.684, -0.443], [1.754, 2.813, 1.009], [2.645, 2.217, 1.756], [2.647, 2.048, 3.012], [1.132, 1.752, -1.080], [0.391, 2.403, -1.968], [-0.631, 2.036, -2.584], [1.105, 3.782, -2.060], [2.042, 3.915, -1.188], [0.863, 4.622, -2.942], [6.203, -3.741, 6.274], [5.218, -4.847, 6.023], [4.514, -5.034, 7.198], [3.189, -5.176, 7.094], [2.566, -5.095, 6.045], [2.462, -5.502, 8.452], [1.935, -6.708, 8.414], [3.209, -5.481, 9.540], [1.550, -4.575, 8.536], [6.993, -3.723, 5.523], [6.768, -3.847, 7.200], [5.748, -2.753, 6.343], [5.697, -5.808, 5.835], [4.646, -4.563, 5.140], [12.411, 0.520, 4.526], [11.319, 0.841, 3.444], [11.888, 1.639, 2.538], [12.890, 2.739, 3.318], [12.192, 3.893, 3.837], [14.187, 2.893, 2.675], [13.252, 1.647, 4.508], [13.013, -0.370, 4.346], [11.942, 0.589, 5.507], [10.420, 1.187, 3.954], [11.033, -0.113, 3.002], [-5.680, 5.365, -0.527], [-6.795, 5.011, -1.540], [-8.021, 5.028, -0.857], [-7.671, 4.257, 0.597], [-7.609, 2.739, 0.463], [-8.561, 4.735, 1.606], [-6.136, 4.753, 0.603], [-5.849, 6.404, -0.243], [-4.632, 5.243, -0.798], [-6.556, 4.046, -1.987], [-7.037, 5.795, -2.256], [-1.002, 11.163, -7.571], [-1.853, 10.895, -6.345], [-3.111, 11.366, -6.616], [-2.958, 12.558, -7.882], [-2.413, 13.788, -7.283], [-4.106, 12.669, -8.797], [-1.729, 11.719, -8.568], [-0.629, 10.214, -7.956], [-0.241, 11.860, -7.219], [-1.463, 11.218, -5.380], [-2.162, 9.877, -6.107], [8.413, -4.010, -1.564], [8.826, -4.989, -2.585], [9.432, -6.052, -1.879], [10.394, -5.382, -0.706], [11.667, -4.956, -1.255], [10.395, -6.262, 0.450], [9.342, -4.084, -0.590], [7.484, -4.196, -1.025], [8.224, -3.006, -1.944], [9.584, -4.546, -3.232], [8.102, -5.378, -3.301], [-1.978, -0.888, -10.402], [-1.461, 0.414, -9.807], [-0.759, 1.094, -10.807], [-0.723, 0.325, -12.280], [0.642, 0.152, -12.708], [-1.677, 1.033, -13.140], [-1.346, -1.094, -11.658], [-3.046, -1.107, -10.417], [-1.688, -1.618, -9.646], [-0.886, 0.259, -8.895], [-2.277, 1.085, -9.537], [1.499, -4.257, -0.113], [0.172, -4.558, -0.903], [0.420, -5.689, -1.659], [1.986, -6.217, -1.607], [2.793, -5.618, -2.690], [1.978, -7.648, -1.477], [2.127, -5.484, -0.177], [1.178, -4.091, 0.915], [2.097, -3.467, -0.565], [-0.096, -3.835, -1.673], [-0.697, -4.760, -0.278], [-5.661, -2.426, -3.381], [-6.165, -1.660, -4.619], [-5.743, -2.514, -5.687], [-4.478, -3.472, -5.309], [-3.341, -2.617, -4.957], [-4.375, -4.755, -6.145], [-5.099, -3.612, -3.853], [-6.334, -2.527, -2.530], [-4.807, -1.806, -3.107], [-5.601, -0.728, -4.657], [-7.254, -1.624, -4.622], [-6.416, -3.827, 3.264], [-7.264, -2.708, 3.930], [-6.406, -1.841, 4.688], [-6.665, -1.380, 6.232], [-7.680, -2.152, 6.989], [-5.234, -1.490, 6.979], [-4.246, -0.556, 6.803], [-3.505, -0.345, 5.412], [-6.877, 0.204, 6.030], [-7.477, 0.944, 7.056], [-9.016, 0.949, 6.838], [-5.770, -3.366, 2.517], [-5.669, -4.239, 3.941], [-6.953, -4.666, 2.820], [-7.769, -2.073, 3.202], [-8.067, -3.092, 4.558], [-4.660, 0.410, 7.089], [-3.596, -0.948, 7.585], [-4.297, -0.402, 4.665], [-3.094, 0.662, 5.334], [-2.785, -1.115, 5.136], [-7.221, 0.594, 8.056], [-7.226, 2.003, 7.002], [-9.276, 1.167, 5.802], [-9.536, 0.024, 7.088], [-9.518, 1.769, 7.353]]}

=====

4.
{"formula": "C28H48BMnO26", "method": "ωB97M-V/def2-TZVPD", "homo_energy_ev": [-11.21, -11.21], "e_above_lowest_kcal_mol": 0.0, "e_lumo_ev": [-2.03, -2.06], "s_squared": 8.752, "charge": 1, "spin_multiplicity": 6, "symbols": ["Mn", "O", "C", "O", "B", "O", "C", "O", "O", "C", "O", "C", "O", "O", "C", "C", "O", "C", "O", "O", "C", "H", "H", "H", "H", "H", "H", "H", "H", "C", "C", "O", "C", "O", "O", "C", "H", "H", "H", "H", "H", "H", "H", "H", "C", "C", "O", "C", "O", "O", "C", "H", "H", "H", "H", "H", "H", "H", "H", "C", "C", "O", "C", "O", "O", "C", "H", "H", "H", "H", "H", "H", "H", "H", "C", "C", "O", "C", "O", "O", "C", "H", "H", "H", "H", "H", "H", "H", "H", "C", "C", "O", "C", "O", "O", "C", "H", "H", "H", "H", "H", "H", "H", "H"], "coordinates": [[0.382, 0.495, -0.824], [0.578, 0.260, 7.273], [1.224, -0.207, 6.311], [1.510, 0.464, 5.204], [2.262, -0.369, 4.256], [2.489, -1.623, 5.021], [1.764, -1.647, 6.143], [1.692, -2.580, 6.922], [3.509, 0.254, 3.827], [3.473, 0.502, 2.528], [4.278, 1.078, 1.861], [2.182, -0.137, 1.977], [1.499, -0.660, 2.997], [1.727, -0.075, 0.838], [-0.458, -3.875, -5.246], [0.173, -2.491, -5.309], [0.090, -1.764, -4.105], [0.818, -0.606, -3.972], [0.783, -0.034, -2.855], [1.566, -0.275, -5.043], [2.566, 0.796, -5.005], [-1.512, -3.867, -4.967], [-0.002, -4.495, -4.474], [-0.322, -4.489, -6.136], [-0.343, -1.919, -6.080], [1.175, -2.529, -5.736], [2.618, 1.337, -5.949], [3.564, 0.362, -4.946], [2.355, 1.577, -4.274], [-2.755, -5.320, 0.406], [-1.269, -4.955, 0.141], [-1.215, -3.601, -0.265], [-0.088, -2.961, -0.734], [0.084, -1.715, -0.841], [0.948, -3.859, -0.781], [2.280, -3.422, -0.913], [-3.269, -4.743, 1.176], [-2.791, -6.401, 0.540], [-3.416, -5.125, -0.438], [-0.864, -5.669, -0.576], [-0.691, -5.218, 1.026], [2.578, -2.559, -0.317], [2.386, -3.134, -1.959], [2.856, -4.311, -0.658], [3.710, 5.545, -0.755], [3.095, 4.136, -0.416], [3.907, 3.075, -0.866], [3.432, 1.898, -1.230], [2.290, 1.497, -1.152], [4.500, 1.194, -1.544], [4.439, -0.195, -1.540], [3.065, 6.423, -0.778], [4.174, 5.531, -1.741], [4.612, 5.726, -0.171], [2.116, 4.060, -0.889], [2.943, 3.992, 0.654], [5.341, -0.753, -1.791], [3.584, -0.491, -2.147], [4.373, -0.536, -0.507], [-1.739, -2.392, 4.496], [-2.144, -2.716, 3.077], [-1.441, -1.895, 2.142], [-1.653, -0.581, 1.912], [-1.070, 0.025, 1.032], [-2.598, -0.034, 2.717], [-2.794, 1.395, 2.806], [-1.951, -1.372, 4.817], [-0.667, -2.523, 4.642], [-2.210, -3.115, 5.162], [-3.220, -2.662, 2.912], [-2.023, -3.769, 2.824], [-1.822, 1.886, 2.755], [-3.309, 1.618, 3.741], [-3.452, 1.723, 2.002], [-2.720, 5.355, 1.823], [-1.549, 5.483, 0.889], [-1.220, 4.218, 0.228], [-0.293, 3.360, 0.798], [0.113, 2.314, 0.249], [0.025, 3.721, 2.084], [0.970, 3.027, 2.785], [-2.438, 4.912, 2.777], [-3.476, 4.812, 1.257], [-3.111, 6.348, 2.045], [-0.694, 5.856, 1.452], [-1.786, 6.183, 0.088], [1.768, 2.715, 2.112], [0.597, 2.073, 3.160], [1.450, 3.616, 3.566], [-3.988, -2.723, -2.590], [-3.112, -1.630, -1.983], [-3.322, -0.345, -2.660], [-2.631, 0.678, -2.331], [-1.579, 0.677, -1.679], [-3.267, 1.705, -2.659], [-2.928, 3.018, -2.236], [-3.763, -3.639, -2.044], [-3.785, -2.922, -3.643], [-5.048, -2.474, -2.550], [-2.065, -1.929, -1.923], [-3.382, -1.637, -0.927], [-3.444, 3.723, -2.889], [-1.850, 3.160, -2.156], [-3.372, 3.158, -1.251]]}

=====

5.
{"formula": "C28H48BiCl2OP2", "method": "ωB97M-V/def2-TZVPD", "homo_energy_ev": -2.17, "e_lumo_ev": 2.62, "charge": -1, "symbols": ["P", "C", "C", "C", "C", "C", "C", "C", "C", "C", "C", "C", "C", "C", "C", "C", "C", "C", "C", "H", "H", "H", "H", "H", "H", "H", "H", "H", "H", "H", "H", "H", "H", "H", "H", "H", "H", "H", "H", "H", "H", "H", "H", "H", "H", "H", "H", "H", "H", "H", "H", "H", "Bi", "Cl", "Cl", "C", "H", "C", "C", "C", "C", "C", "C", "H", "H", "H", "H", "H", "C", "P", "C", "C", "O", "H", "H", "H", "H", "H", "H", "H", "H", "H"], "coordinates": [[-1.157, -0.349, -0.330], [-0.753, -1.311, -1.880], [-1.986, -1.939, -2.533], [-1.565, -2.873, -3.678], [-0.658, -2.169, -4.687], [0.551, -1.511, -4.014], [0.124, -0.556, -2.888], [-1.693, 1.398, -0.658], [-2.924, 1.429, -1.550], [-3.468, 2.863, -1.586], [-2.397, 3.863, -2.027], [-1.118, 3.769, -1.189], [-0.579, 2.332, -1.158], [-2.474, -1.254, 0.612], [-1.960, -2.659, 0.975], [-3.088, -3.404, 1.690], [-3.595, -2.655, 2.924], [-3.955, -1.202, 2.612], [-2.831, -0.466, 1.882], [-0.102, -2.118, -1.477], [-2.633, -1.141, -2.928], [-2.583, -2.507, -1.802], [-2.457, -3.267, -4.174], [-1.049, -3.741, -3.252], [-0.338, -2.872, -5.463], [-1.244, -1.388, -5.189], [1.210, -2.279, -3.592], [1.140, -0.975, -4.763], [1.008, -0.149, -2.370], [-0.438, 0.284, -3.327], [-1.951, 1.800, 0.339], [-3.829, 3.118, -0.583], [-3.708, 0.740, -1.190], [-2.636, 1.103, -2.564], [-4.337, 2.899, -2.248], [-2.802, 4.879, -2.000], [-2.139, 3.651, -3.072], [-0.356, 4.455, -1.578], [-1.315, 4.087, -0.157], [0.281, 2.273, -0.477], [-0.239, 2.013, -2.155], [-3.400, -1.363, 0.005], [-1.627, -3.234, 0.093], [-1.068, -2.544, 1.616], [-3.913, -3.513, 0.974], [-2.755, -4.408, 1.962], [-2.831, -2.685, 3.713], [-4.477, -3.166, 3.319], [-4.217, -0.661, 3.524], [-4.833, -1.181, 1.954], [-3.131, 0.572, 1.661], [-1.919, -0.386, 2.498], [0.927, -0.378, 1.518], [-0.339, 1.798, 2.178], [1.674, -2.738, 0.250], [2.264, 0.368, -0.153], [2.573, -0.559, -0.636], [2.962, 1.558, -0.423], [2.656, 2.742, 0.359], [3.307, 3.947, 0.093], [4.312, 4.032, -0.891], [4.669, 2.874, -1.631], [4.017, 1.670, -1.406], [1.909, 2.677, 1.148], [3.043, 4.849, 0.658], [5.471, 2.931, -2.386], [4.294, 0.767, -1.966], [4.843, 4.983, -1.098], [3.928, -0.622, 5.406], [3.320, -0.713, 3.711], [2.782, -2.490, 3.636], [4.635, 0.068, 2.657], [2.092, 0.233, 3.609], [4.870, -0.056, 5.452], [4.135, -1.621, 5.824], [3.137, -0.119, 5.986], [1.936, -2.638, 4.373], [2.456, -2.822, 2.632], [3.573, -3.201, 3.939], [4.472, -0.013, 1.570], [4.632, 1.159, 2.950], [5.666, -0.286, 2.829]]}